Entry 1:
Below is 2 unconnected molecules or ions with the total composition C12H25Cl3N2O5S, with properties calculated with the ωB97M-V functional and the def2-TZVPD basis.

Kohn-Sham gap in Eh: 0.365
Energy in eV: -74468.810
E_HOMO in eV: -9.47
SMILES: C[C@H](Cl)[C@H](Cl)[C@@]1(CCCN)OS(=O)(=O)O[C@H]1Cl.COC[C@@H](C)N

The geometry in ORCA input format:
```
! RIJCOSX wB97M-V def2-TZVPD def2/J DEFGRID3
* xyz 0 1
C -3.52264 0.79636 3.46586
C -3.53191 -0.39204 2.51543
Cl -4.97207 -1.39239 2.94405
C -2.28191 -1.30521 2.50098
Cl -1.29056 -1.05597 3.97126
C -1.34911 -1.22572 1.26592
C -0.64156 0.09752 0.97034
C -1.44574 1.37209 0.70270
C -2.40086 1.40037 -0.49892
N -1.75685 1.52668 -1.80147
O -0.22694 -2.11820 1.55730
S -0.41197 -3.52019 0.86334
O 0.85032 -4.02847 0.49002
O -1.36811 -4.29418 1.56976
O -1.09805 -2.90740 -0.45065
C -1.93362 -1.83431 -0.08095
Cl -3.62575 -2.35854 -0.02289
H -2.56413 1.31163 3.46395
H -4.30176 1.49804 3.16989
H -3.71569 0.46489 4.48400
H -3.73962 -0.05765 1.50082
H -2.61378 -2.33906 2.55938
H 0.00469 -0.10838 0.11029
H 0.03074 0.27348 1.81210
H -1.96930 1.69294 1.60275
H -0.69581 2.14874 0.51637
H -3.03258 0.50954 -0.53895
H -3.09591 2.23241 -0.35930
H -1.47269 0.64069 -2.19734
H -0.94356 2.12908 -1.77025
H -1.86283 -1.11129 -0.88276
C 3.05648 2.17435 -3.37964
O 2.41449 0.98722 -2.95914
C 3.26761 -0.12097 -2.72611
C 3.83356 -0.19350 -1.30354
C 4.93761 0.81688 -1.01949
N 2.79032 -0.06416 -0.28504
H 3.89190 1.95364 -4.05194
H 3.43291 2.76404 -2.53994
H 2.32003 2.76772 -3.92020
H 2.64892 -1.00574 -2.89523
H 4.07807 -0.13103 -3.46647
H 4.26015 -1.19665 -1.20094
H 4.53298 1.82424 -0.91002
H 5.43909 0.56525 -0.08602
H 5.67920 0.83137 -1.82010
H 2.11478 -0.81438 -0.39855
H 2.28145 0.79625 -0.47065
*
```

***

Entry 2:
Below is a molecular structure, C11H10BrNOSc in a non-equilibrium geometry, with properties calculated with the ωB97M-V functional and the def2-TZVPD basis.

Kohn-Sham gap in Eh: 0.156
Energy in eV: -105852.398
E_HOMO in eV: -2.59

The geometry in ORCA input format:
```
! RIJCOSX wB97M-V def2-TZVPD def2/J DEFGRID3
* xyz -1 1
C -1.32648 -1.05022 -1.34826
C -1.97570 -2.18223 -0.76526
C -2.91336 -1.66450 0.24649
H -1.96487 -3.23125 -1.12990
C -2.82098 -0.21378 0.22872
C -1.84008 0.14368 -0.75028
H -1.50679 1.15480 -1.02396
H -0.66681 -1.09792 -2.22754
H -3.65997 -2.29967 0.77937
H -3.53610 0.45176 0.75672
Sc -0.82710 -1.49917 1.18265
Br 1.13281 -3.01053 1.09425
C 2.73003 1.72493 0.20712
C 1.75630 2.40243 -0.57912
C 1.51438 1.62198 -1.74601
H 1.28738 3.35594 -0.36346
C 2.30135 0.43247 -1.66286
C 3.01968 0.47997 -0.43943
H 3.64186 -0.33438 -0.09653
H 3.10635 2.04997 1.16378
H 0.85042 1.87165 -2.55869
H 2.33884 -0.39607 -2.36843
O -0.13301 0.83644 4.92792
C -0.20753 0.46925 3.79174
N -0.30064 -0.01552 2.68098
*
```